C47H60NO7SeV as an isolated structure in a non-equilibrium geometry, computed with ωB97M-V with the def2-TZVPD basis set.

Results
LUMO level ... -7.231 eV
Energy above the lowest of the compared OMol25 structures with the same formula, charge and spin ... 7.57 kcal per mole
HOMO level ... -13.5851 eV
Kohn-Sham gap ... 6.35 eV

```
! wB97M-V def2-TZVPD RIJCOSX def2/J DEFGRID3
* xyz 2 1
V 0.62139 -0.56789 -0.64015
C -0.25191 -0.83957 6.83460
C -1.35761 -1.51591 6.02765
C -1.35729 -3.01714 6.35703
C -2.70593 -0.90060 6.42862
C -1.15055 -1.33980 4.52444
C -0.05634 -0.65720 3.99358
C 0.03797 -0.56078 2.61788
Se 1.51029 0.24126 1.69743
C 0.70188 1.96054 1.36424
C 0.62676 2.90881 2.35429
C -0.01542 4.11631 2.06160
C -0.51956 4.29150 0.77837
C -0.43404 3.35801 -0.26317
C 0.19329 2.18220 0.09132
O 0.38129 1.10511 -0.78627
C -1.06463 3.70040 -1.61773
C -2.58538 3.78047 -1.42533
C -0.52596 5.05888 -2.09073
C -0.77020 2.67811 -2.71891
C -0.19470 5.21490 3.10888
C -1.69600 5.37122 3.39356
C 0.51927 4.87751 4.41715
C 0.36894 6.53646 2.56997
C -0.89797 -1.14441 1.79935
O -0.58406 -1.02888 0.42704
C -1.99408 -1.84851 2.24881
C -2.07762 -1.90348 3.64189
C -2.99871 -2.52232 1.31581
C -3.60320 -1.47219 0.37456
C -2.27699 -3.61126 0.50861
C -4.13826 -3.17802 2.09559
H -0.42866 -1.00862 7.89653
H 0.73476 -1.24709 6.60294
H -0.23151 0.24118 6.67561
H -1.47403 -3.15525 7.43245
H -2.17616 -3.54368 5.86590
H -0.42037 -3.48858 6.05470
H -2.86707 -1.03630 7.49873
H -2.73089 0.16967 6.21564
H -3.54216 -1.36898 5.90897
H 0.69106 -0.21035 4.63358
H 1.05197 2.72504 3.33026
H -1.01964 5.22485 0.55860
H -2.86411 4.54928 -0.70412
H -3.06399 4.02511 -2.37464
H -2.98852 2.82779 -1.07543
H -0.78078 5.87107 -1.41135
H 0.55985 5.03563 -2.19772
H -0.95953 5.30141 -3.06141
H -1.22222 1.70537 -2.51825
H -1.19745 3.04827 -3.65161
H 0.30294 2.54784 -2.87511
H -2.12170 4.44261 3.77900
H -1.85236 6.15133 4.13961
H -2.25010 5.65315 2.49685
H 0.10996 3.98069 4.88812
H 1.59358 4.74074 4.27407
H 0.38732 5.69781 5.12226
H -0.14411 6.86559 1.66597
H 0.24508 7.32028 3.31795
H 1.43330 6.44921 2.34492
H -2.91484 -2.43405 4.06768
H -2.85930 -1.03904 -0.29621
H -4.37070 -1.93942 -0.24413
H -4.07270 -0.66230 0.93598
H -1.46826 -3.21512 -0.11104
H -1.86053 -4.37108 1.17240
H -2.98770 -4.09971 -0.15980
H -4.69997 -2.45546 2.69072
H -4.83287 -3.63070 1.38831
H -3.78271 -3.97206 2.75415
O 0.30877 -0.63185 -2.84851
C 0.59778 -1.95172 -3.44452
C 1.48246 -2.59544 -2.36907
O 2.48266 -3.24023 -2.46640
O 0.90875 -2.28395 -1.17966
C -0.70005 -2.75937 -3.47349
C -1.91142 -2.22297 -3.06230
C -3.06590 -2.99588 -3.12240
C -3.00691 -4.30494 -3.57272
C -1.78932 -4.84272 -3.97354
C -0.64034 -4.07094 -3.93257
C 1.17002 -1.74503 -4.82307
C 2.47228 -2.06407 -5.18293
C 2.91205 -1.83380 -6.48114
C 2.06057 -1.27714 -7.42113
C 0.75764 -0.94609 -7.06454
C 0.31339 -1.18809 -5.77717
H 0.79049 0.03044 -3.36827
H -1.97141 -1.19713 -2.72478
H -4.01333 -2.56692 -2.82417
H -3.90590 -4.90406 -3.62238
H -1.73870 -5.86188 -4.33177
H 0.30206 -4.48777 -4.27073
H 3.13373 -2.52564 -4.46774
H 3.92366 -2.10005 -6.75746
H 2.40317 -1.11416 -8.43385
H 0.08578 -0.51504 -7.79377
H -0.70979 -0.95145 -5.50992
O 3.51024 1.19643 0.05369
C 3.57060 0.21926 -0.65208
O 2.55649 -0.38246 -1.23066
C 4.92476 -0.35732 -1.02064
N 4.89974 -1.86839 -1.09260
C 5.97444 -2.25188 -2.08096
C 5.76948 -1.21450 -3.16867
C 5.45493 0.08275 -2.40715
H 5.61907 -0.07745 -0.23240
H 3.98655 -2.18842 -1.45381
H 5.02817 -2.30505 -0.18010
H 5.83297 -3.28588 -2.38370
H 6.93208 -2.14118 -1.57484
H 4.92716 -1.50365 -3.79387
H 6.64478 -1.12216 -3.80676
H 4.73227 0.70126 -2.93453
H 6.35454 0.67669 -2.26199
*
```

***

A 2-piece molecular cluster, C7H10O overall in a non-equilibrium geometry, computed with ωB97M-V with the def2-TZVPD basis set.

Results
LUMO level ... 0.791 eV
Structure (SMILES) ... Cc1ccccc1.O
Energy above the lowest of the compared OMol25 structures with the same formula, charge and spin ... 11.16 kcal per mole
HOMO level ... -8.8828 eV
Kohn-Sham gap ... 9.67 eV

```
! wB97M-V def2-TZVPD RIJCOSX def2/J DEFGRID3
* xyz 0 1
C 0.81743 0.43429 -1.11010
C 1.07908 0.22093 0.26397
C -0.08555 -0.31170 -1.81821
C 0.11870 -0.63126 0.96834
C -1.03196 -1.14032 -1.16891
C -0.94163 -1.32706 0.24614
C -1.98098 -2.16949 1.03095
H 1.38232 1.09092 -1.78489
H 1.89654 0.72263 0.79844
H -0.21176 -0.12765 -2.89329
H 0.12969 -0.70541 2.06378
H -1.77469 -1.69690 -1.75556
H -2.29979 -3.02128 0.40691
H -2.84745 -1.50557 1.18922
H -1.64976 -2.55506 2.00985
O 2.34422 4.09784 0.16356
H 2.65247 5.00915 0.37033
H 2.40318 3.61589 1.01942
*
```

***

C45H39Cl2Ge2MoN4O3SSe as an isolated structure in a non-equilibrium geometry, computed with ωB97M-V with the def2-TZVPD basis set.

Results
LUMO level (alpha / beta) ... -2.903 / -2.762 eV
HOMO level (alpha / beta) ... -5.9572 / -5.9622 eV
Kohn-Sham gap (alpha / beta) ... 3.05 / 3.20 eV
⟨S²⟩ ... 0.767

```
! wB97M-V def2-TZVPD RIJCOSX def2/J DEFGRID3
* xyz 0 2
Mo -0.80054 -0.69664 1.23869
Cl -7.22350 1.79330 0.84395
C -5.58938 1.56284 1.37391
C -4.97807 0.33880 1.12250
C -3.65952 0.15534 1.49112
N -2.89476 -0.99930 1.29140
C -3.41660 -2.22882 1.44882
O -4.58864 -2.57579 1.44677
C -2.33065 -3.22209 1.78162
C -2.62875 -4.55540 1.98169
C -1.62237 -5.41574 2.38555
C -0.35026 -4.90380 2.58720
C -0.12921 -3.55923 2.36059
N -1.09175 -2.72521 1.95765
C -2.95116 1.17300 2.16058
C -3.57405 2.38444 2.41928
C -4.89028 2.57615 2.00636
Cl -5.62407 4.11952 2.30499
N -1.63384 0.80732 2.49238
C -0.84269 1.56544 3.26723
O -1.07493 2.65135 3.78928
C 0.48849 0.90285 3.48878
C 1.37114 1.41786 4.42116
C 2.58196 0.78200 4.62434
C 2.86820 -0.34746 3.87276
C 1.94535 -0.78366 2.94455
N 0.76395 -0.18248 2.74309
H -5.52333 -0.45496 0.63585
H -3.64994 -4.87155 1.82240
H -1.82574 -6.46602 2.54723
H 0.46976 -5.53077 2.90855
H 0.84958 -3.12730 2.49705
H -3.05095 3.17171 2.93678
H 1.07036 2.30637 4.95805
H 3.29128 1.15896 5.34923
H 3.80314 -0.87999 3.97744
H 2.17220 -1.62699 2.30936
C 3.92180 -3.41780 -1.71217
Ge 2.52428 -3.23680 -0.32581
C 1.26262 -4.72679 -0.60077
C 3.52658 -3.59845 1.34229
Ge 1.36662 -1.05773 -0.25338
C 0.39888 -0.94314 -2.05375
C 0.90213 -1.87832 -3.08325
C 0.76128 -1.68030 -4.40084
C 0.02871 -0.52727 -4.90214
C -0.38126 0.42970 -4.07038
C -0.05766 0.40701 -2.61593
C 2.88425 0.24292 -0.04365
C 2.75760 1.39009 0.74607
C 3.79875 2.29698 0.88289
C 5.00061 2.07942 0.22134
C 5.14839 0.95214 -0.57313
C 4.10125 0.04576 -0.69893
H 4.07445 -4.48197 -1.90416
H 4.86773 -3.00061 -1.36497
H 3.65155 -2.93439 -2.65071
H 1.46689 -5.52943 0.11049
H 1.38091 -5.12938 -1.60817
H 0.22876 -4.40239 -0.48557
H 4.16461 -4.46737 1.16835
H 2.88320 -3.83006 2.19282
H 4.17150 -2.75813 1.60766
H 1.35610 -2.80005 -2.74191
H 1.13112 -2.41687 -5.10297
H -0.20985 -0.47447 -5.95739
H -0.95158 1.27836 -4.43440
H -0.94108 0.70238 -2.06942
H 1.82135 1.58652 1.25591
H 3.67012 3.17547 1.50405
H 5.81505 2.78556 0.32298
H 6.08002 0.77621 -1.09731
H 4.23731 -0.82329 -1.33173
O -0.51042 1.25766 0.05888
S -0.67374 2.71368 -0.27498
C 0.13960 2.83521 -1.87385
C 0.96987 1.69310 -2.25813
C 1.88926 1.97533 -3.35892
C 1.78567 3.10521 -4.10924
C 0.82735 4.08682 -3.78593
C 0.02858 3.95935 -2.64347
C -2.35910 3.01670 -0.77158
C -2.82990 4.31175 -0.60704
C -4.12666 4.60853 -0.99973
C -4.93464 3.60793 -1.52004
C -4.45741 2.30870 -1.64182
C -3.15925 1.99868 -1.26833
H 1.49847 1.28657 -1.39904
H 2.61983 1.21255 -3.60259
H 2.44193 3.26073 -4.95529
H 0.73168 4.97032 -4.40293
H -0.65406 4.75531 -2.37019
H -2.20265 5.06941 -0.15139
H -4.51470 5.60921 -0.86617
H -5.95545 3.83227 -1.79974
H -5.10736 1.52381 -2.00617
H -2.79692 0.97705 -1.31885
Se -1.22344 -1.72336 -1.13372
*
```

***

C22H32B2N8O2Re as an isolated structure in a non-equilibrium geometry, computed with ωB97M-V with the def2-TZVPD basis set.

Results
LUMO level (alpha / beta) ... -12.788 / -12.856 eV
HOMO level (alpha / beta) ... -16.7922 / -16.7904 eV
Kohn-Sham gap (alpha / beta) ... 4.00 / 3.93 eV

```
! wB97M-V def2-TZVPD RIJCOSX def2/J DEFGRID3
* xyz 3 1
Re -0.27348 0.08099 -0.34906
C -1.22748 -3.24339 0.75338
C 0.09348 -2.65042 1.08105
C 1.05672 -3.20283 1.87201
C 2.11639 -2.27486 1.90103
N 1.81672 -1.22416 1.15714
N 0.54155 -1.40958 0.63768
B 2.49313 0.11494 0.81115
N 1.60920 1.21377 1.45305
C 1.82827 2.13357 2.37830
C 0.62367 2.80081 2.68522
C -0.33729 2.24185 1.89103
C -1.78473 2.56915 1.78615
N 0.26425 1.25323 1.12822
N 2.54544 0.22388 -0.73172
C 3.51976 0.32686 -1.62335
C 2.97528 0.30904 -2.92505
C 1.61966 0.20627 -2.76801
C 0.51220 0.15668 -3.76407
N 1.36193 0.14818 -1.41301
N 3.91278 0.29701 1.28260
C 4.85897 -0.51686 1.79791
C 5.99095 0.23649 1.96808
C 5.67576 1.54353 1.51289
C 6.49071 2.79114 1.43962
N 4.42298 1.56547 1.09349
H -1.27504 -4.25153 1.16082
H -2.04264 -2.67573 1.21522
H -1.38582 -3.32718 -0.32356
H 1.01240 -4.15489 2.37513
H 3.04142 -2.34447 2.44975
H 2.81540 2.28501 2.79105
H 0.48977 3.59664 3.39950
H -2.04481 3.32291 2.52462
H -2.01794 2.97913 0.80011
H -2.40107 1.68489 1.95653
H 4.55360 0.40752 -1.31763
H 3.51927 0.37177 -3.85340
H 0.91334 0.10272 -4.77333
H -0.12401 -0.72207 -3.61324
H -0.10256 1.06028 -3.70948
H 4.68609 -1.56283 1.97491
H 6.93760 -0.09907 2.35692
H 7.50112 2.64731 1.80880
H 6.51805 3.15252 0.41109
H 5.99936 3.58507 2.00328
C -4.61363 -2.47326 -0.94868
C -3.98920 -1.23794 -1.56448
C -4.49228 -0.99434 -2.96575
O -2.49441 -1.52326 -1.64956
B -2.04081 -0.98922 -0.52751
O -2.80972 -0.24071 0.28712
C -4.02582 0.01926 -0.63124
C -3.72623 1.31634 -1.35216
C -5.24118 0.12823 0.25152
H -4.39073 -3.33782 -1.57214
H -5.69677 -2.36510 -0.89842
H -4.24634 -2.66234 0.06190
H -4.41020 -1.91294 -3.54453
H -3.93591 -0.21014 -3.47515
H -5.54638 -0.71270 -2.93973
H -2.80022 1.25165 -1.94124
H -3.64610 2.13007 -0.63195
H -4.52736 1.56667 -2.04605
H -5.36304 -0.74696 0.88506
H -6.13188 0.23188 -0.37154
H -5.17210 1.01387 0.88169
*
```